No. 1
Here is a molecular structure, C7H10GeNO4Pt from OMol25. Energies are from ωB97M-V/def2-TZVPD.

Geometry as ORCA input:
```
! wB97M-V def2-TZVPD RIJCOSX def2/J DEFGRID3
* xyz -1 5
H -0.55 3.63 -0.53
H -2.48 -0.23 -1.35
H 0.36 0.56 -3.53
O 3.50 -1.50 3.90
C -1.59 -2.56 0.14
C -2.27 0.83 -1.45
Pt -0.18 -1.41 1.04
H 0.77 1.11 1.26
H 1.08 3.27 -1.13
H 0.45 -0.87 -2.48
C 0.13 0.51 0.61
O 2.79 -2.34 1.86
N -2.39 -3.12 -0.48
H 1.72 0.36 -2.41
C 0.65 0.20 -2.54
C 3.02 -1.93 2.93
H -0.26 3.44 -2.27
C 0.02 3.07 -1.28
O 0.73 -2.53 5.02
O -0.32 -1.95 3.10
H -2.56 1.15 -2.45
Ge -0.36 1.14 -1.14
H -2.87 1.38 -0.72
C 0.65 -2.19 3.88
*
```

E_tot: -76861.7150 eV

Atomic partial charges in e from the natural (NBO) method, atoms 1 to 5:
1. H 0.224
2. H 0.254
3. H 0.216
4. O -0.535
5. C -0.125


No. 2
Here is a molecular structure, C7H10I2 at a distorted geometry from OMol25. Energies are from ωB97M-V/def2-TZVPD.

Geometry as ORCA input:
```
! wB97M-V def2-TZVPD RIJCOSX def2/J DEFGRID3
* xyz 0 3
C 0.85 -0.03 -1.18
C -1.02 1.28 0.31
H -0.99 2.27 -0.17
H 1.87 0.40 -1.51
C 0.40 0.66 0.19
C 1.44 -1.52 0.55
H 1.88 -2.02 -1.57
H -2.23 0.69 -1.46
H -1.04 1.27 1.45
H 0.30 0.10 -2.07
C -2.16 0.52 -0.37
C 0.83 -0.38 1.30
H 1.12 1.46 0.41
C 1.34 -1.39 -0.81
H 1.57 -0.02 2.10
H -0.04 -0.70 1.88
I -4.02 1.34 0.14
H 2.05 -2.29 1.01
I -2.16 -1.66 -0.19
*
```

E_tot: -23617.1405 eV

Atomic partial charges in e from the natural (NBO) method, atoms 1 to 5:
1. C -0.468
2. C -0.484
3. H 0.227
4. H 0.214
5. C -0.209


No. 3
Here is 2 unconnected molecules or ions with the total composition C7H10IN4O at a distorted geometry from OMol25. Energies are from ωB97M-V/def2-TZVPD.

Geometry as ORCA input:
```
! wB97M-V def2-TZVPD RIJCOSX def2/J DEFGRID3
* xyz 1 1
C 1.57 -0.24 0.01
H 4.00 1.33 -1.05
H 1.94 -1.22 -0.20
C 1.94 2.08 0.41
O -3.72 -3.50 0.34
C 3.79 0.66 -0.24
H -4.98 0.51 -0.93
H 3.87 -0.34 -0.60
N 0.17 -0.33 0.11
H 1.77 2.47 -0.58
C -4.10 -0.01 -0.54
I -2.27 2.29 0.08
H 1.04 2.04 1.06
H 4.27 0.84 0.79
C -0.56 -1.42 0.12
H -0.27 0.68 0.30
N -4.40 -1.44 -0.64
N -0.65 -2.57 0.45
H -1.53 -3.09 0.40
H 2.72 2.48 1.01
N 2.31 0.78 0.09
C -3.99 -2.45 -0.06
C -2.92 0.45 -0.32
*
```

E_tot: -23516.7328 eV

Atomic partial charges in e from the natural (NBO) method, atoms 1 to 5:
1. C 0.395
2. H 0.237
3. H 0.225
4. C -0.427
5. O -0.491


No. 4
Here is a gas-phase ion, C7H10N (charge +1) at a distorted geometry from OMol25. Energies are from ωB97M-V/def2-TZVPD.

Geometry as ORCA input:
```
! wB97M-V def2-TZVPD RIJCOSX def2/J DEFGRID3
* xyz 1 1
C -1.79 -0.35 -0.45
C 0.86 0.42 -1.49
N -0.68 -0.28 0.26
C 0.56 -0.68 2.38
H 1.17 0.18 2.26
H 0.96 -0.75 -3.19
C -0.35 -1.01 1.45
C 0.27 0.69 -0.23
H 0.78 -1.34 3.29
H -0.63 -0.85 -2.30
H -2.56 -1.16 -0.32
C 0.32 -0.38 -2.41
H -1.96 0.24 -1.34
C 0.69 1.72 0.51
H 1.25 2.62 0.15
H 0.43 1.74 1.55
H 1.72 0.99 -1.65
H -1.02 -1.81 1.52
*
```

SMILES: C=CC(=C)[N+](=C)C=C
E_tot: -8900.8342 eV

Atomic partial charges in e from the natural (NBO) method, atoms 1 to 5:
1. C 0.101
2. C -0.235
3. N -0.263
4. C -0.287
5. H 0.217


No. 5
Here is a gas-phase ion, C7H10N (charge +1) at a distorted geometry from OMol25. Energies are from ωB97M-V/def2-TZVPD.

Geometry as ORCA input:
```
! wB97M-V def2-TZVPD RIJCOSX def2/J DEFGRID3
* xyz 1 1
N 0.57 -0.12 0.04
H -2.41 -0.93 1.34
C -1.50 1.11 -0.20
H -0.03 -0.60 -1.91
C 2.75 1.10 -0.51
H 2.89 2.11 -0.23
C -0.20 -1.00 -0.94
H -1.25 1.92 0.49
H 2.94 0.82 -1.51
H -1.15 1.32 -1.12
H -2.49 0.77 -0.15
H -1.14 -2.06 1.08
C -1.39 -1.08 1.26
C -0.85 -0.24 0.15
H -1.03 -0.64 2.19
C 1.64 -0.38 0.59
H -0.21 -2.16 -0.96
C 2.85 0.06 0.39
*
```

SMILES: C=C=C=[N+]1CC1(C)C
E_tot: -8896.6761 eV

Atomic partial charges in e from the natural (NBO) method, atoms 1 to 5:
1. N -0.332
2. H 0.246
3. C -0.585
4. H 0.229
5. C -0.062


No. 6
Here is a single C7H10N2 molecule at a distorted geometry from OMol25. Energies are from ωB97M-V/def2-TZVPD.

Geometry as ORCA input:
```
! wB97M-V def2-TZVPD RIJCOSX def2/J DEFGRID3
* xyz 0 1
H 1.68 0.27 -1.72
C 0.51 1.28 0.01
C -1.16 -0.36 0.80
H -2.66 0.56 -0.53
H 0.56 0.21 2.11
C -1.46 0.25 -0.51
N -0.63 1.46 -0.64
H 0.26 -2.55 -0.33
C 1.58 0.45 -0.51
H -1.78 -1.82 -0.82
H -1.23 2.33 -0.33
H 2.62 0.79 -0.15
H 0.92 2.34 0.13
H 1.97 -1.45 0.67
C 0.23 0.07 1.20
H -1.93 -0.32 1.60
N 0.36 -1.58 -0.72
C 1.16 -0.81 0.19
C -1.00 -1.12 -0.44
*
```

SMILES: C1[C@@H]2N[C@@H]3[C@@H]4N[C@H]1[C@H]2[C@H]34
E_tot: -10396.7699 eV

Atomic partial charges in e from the natural (NBO) method, atoms 1 to 5:
1. H 0.214
2. C -0.061
3. C -0.329
4. H 0.215
5. H 0.206


No. 7
Here is a single C7H10N2O molecule at a distorted geometry from OMol25. Energies are from ωB97M-V/def2-TZVPD.

Geometry as ORCA input:
```
! wB97M-V def2-TZVPD RIJCOSX def2/J DEFGRID3
* xyz 0 1
C 1.61 -0.49 -0.03
H 2.94 -1.27 1.12
C 0.30 -0.87 -0.70
H -0.60 1.68 1.94
C -0.31 0.27 -1.46
N -1.28 0.11 0.72
C -0.84 -1.18 0.28
H -0.96 -0.03 -2.29
N 2.37 1.83 -0.87
H -0.57 -1.66 1.21
O 2.00 -1.32 1.01
C 2.10 0.76 -0.48
H -0.54 0.04 2.56
H 0.37 1.08 -1.80
C -1.29 0.93 -0.51
C -0.71 0.66 1.82
H -0.90 1.86 -0.20
H 0.37 -1.83 -1.26
H -1.69 -1.60 -0.34
H -2.38 1.02 -0.73
*
```

E_tot: -12444.1831 eV

Atomic partial charges in e from the natural (NBO) method, atoms 1 to 5:
1. C 0.220
2. H 0.491
3. C -0.300
4. H 0.182
5. C -0.456


No. 8
Here is a single C7H10N2O2 molecule at a distorted geometry from OMol25. Energies are from ωB97M-V/def2-TZVPD.

Geometry as ORCA input:
```
! wB97M-V def2-TZVPD RIJCOSX def2/J DEFGRID3
* xyz 0 1
H -2.01 -1.40 -1.19
H 0.91 2.96 -1.27
C 0.55 2.03 -1.31
H 1.62 -0.04 2.65
N 0.29 0.04 -0.90
H -1.90 -2.48 0.14
C 1.25 1.38 1.03
H -0.90 -0.12 -3.36
N 1.00 1.12 -0.29
H -1.35 0.16 0.55
O -1.08 0.76 -2.91
C -0.20 1.03 -1.88
C 0.42 -0.99 1.22
O 1.58 2.50 1.29
C -1.29 -1.81 -0.47
H 1.30 -1.46 0.84
H 0.07 0.73 2.61
C -0.57 -0.59 0.14
H 0.02 -1.71 2.01
H -0.53 -2.39 -0.83
C 0.82 0.28 1.95
*
```

SMILES: C[C@H]1CCC(=O)n2cc(O)n21
E_tot: -14493.0514 eV

Atomic partial charges in e from the natural (NBO) method, atoms 1 to 5:
1. H 0.213
2. H 0.231
3. C -0.140
4. H 0.237
5. N -0.272


No. 9
Here is a single C7H10N2O2S molecule at a distorted geometry from OMol25. Energies are from ωB97M-V/def2-TZVPD.

Geometry as ORCA input:
```
! wB97M-V def2-TZVPD RIJCOSX def2/J DEFGRID3
* xyz 0 1
H -3.23 1.48 0.70
C 0.81 1.28 0.17
H 3.80 -0.99 0.43
C -0.84 -1.96 -0.63
O -2.95 -0.21 -1.66
C 1.77 -0.83 -0.18
S -1.88 0.52 -0.93
C 0.66 -0.02 -0.15
H -1.63 1.47 1.17
N 1.93 1.75 0.67
H -2.63 0.03 1.40
H 1.56 -1.85 -0.61
H -0.36 -2.32 -1.51
N -0.61 -0.50 -0.63
O -1.46 1.80 -1.35
C 2.92 0.93 0.91
C 2.97 -0.40 0.43
H 3.83 1.41 1.43
H -0.57 -2.26 0.38
C -2.39 0.91 0.72
H 0.10 2.02 0.03
H -1.81 -2.25 -0.78
*
```

SMILES: CN(c1cccnc1)S(C)(=O)=O
E_tot: -25329.4308 eV

Atomic partial charges in e from the natural (NBO) method, atoms 1 to 5:
1. H 0.242
2. C -0.008
3. H 0.219
4. C -0.417
5. O -0.914


No. 10
Here is a single C7H10N2O3S molecule at a distorted geometry from OMol25. Energies are from ωB97M-V/def2-TZVPD.

Geometry as ORCA input:
```
! wB97M-V def2-TZVPD RIJCOSX def2/J DEFGRID3
* xyz 0 1
C 0.35 0.33 -2.34
C -1.09 -0.01 -0.34
C -0.62 -1.86 1.14
C 1.74 1.24 -0.10
O -1.60 -2.35 1.64
H 0.82 -0.62 -2.08
C 0.79 -2.05 1.63
H 1.48 -2.15 0.80
H 0.34 0.45 -3.42
N 0.91 1.46 0.86
O 1.04 1.15 2.04
O -0.33 2.03 0.49
H -1.71 -0.23 -2.35
H -1.42 1.45 -1.86
H -2.30 1.61 0.45
C -1.37 1.08 0.67
N -0.67 -1.15 -0.03
H 2.73 0.90 0.17
S 1.45 1.69 -1.77
H -1.38 0.70 1.70
H 1.07 -1.17 2.22
C -1.06 0.43 -1.78
H 0.85 -2.93 2.27
*
```

E_tot: -27375.1662 eV

Atomic partial charges in e from the natural (NBO) method, atoms 1 to 5:
1. C -0.494
2. C 0.342
3. C 0.673
4. C -0.222
5. O -0.563